[1]
Here is a molecular structure, C47H57As3N2O11Ti from the OMol25 dataset. Energies are from ωB97M-V/def2-TZVPD.

Last column: Löwdin charge in e.
Element x y z (Å)
Ti 0.1913 -0.1552 1.3638  1.01
C 0.2168 -4.0182 -4.0992  -0.06
O -1.1471 -3.7271 -3.8330  -0.06
C -1.4283 -2.9012 -2.8087  -0.26
C -2.7952 -2.7436 -2.5170  0.01
C -3.1559 -1.9724 -1.4498  0.00
C -2.2041 -1.3089 -0.6398  -0.08
C -2.5911 -0.7956 0.6469  -0.27
C -3.9988 -0.6512 1.1225  0.04
O -1.7015 -0.4847 1.4901  -0.13
C -0.8381 -1.3770 -1.0350  -0.27
O 0.1104 -0.6802 -0.4249  -0.16
C -0.4640 -2.2216 -2.0832  0.07
H 0.2066 -4.8138 -4.8384  0.10
H 0.7212 -4.3554 -3.1913  0.10
H 0.7235 -3.1407 -4.5077  0.10
H -3.5232 -3.2551 -3.1284  0.12
H -4.2034 -1.8884 -1.2064  0.11
H -4.7260 -1.2428 0.5803  0.08
H -4.2362 0.4139 1.0358  0.11
H -4.0217 -0.9165 2.1796  0.09
H 0.5872 -2.2720 -2.3290  0.12
N 2.9920 0.4620 -1.7408  0.04
H 3.1345 -0.1006 -2.5711  0.01
H 2.0510 0.2840 -1.4051  -0.02
H 3.6149 0.1104 -1.0216  0.01
C -2.4851 6.4094 -1.4782  -0.04
O -2.0274 5.4027 -0.5720  -0.06
C -0.9712 5.7501 0.1717  -0.56
O -0.3877 6.7998 0.0733  0.12
C -0.5318 4.6385 1.0712  -0.27
C -0.3454 4.8863 2.3678  -0.25
As 0.6625 3.8640 3.7785  1.30
C 2.3687 4.7542 3.3763  -0.29
C 0.8571 2.2440 2.7459  -0.43
C -0.2557 1.8808 1.8291  -0.48
As -0.1953 2.9369 0.0926  1.35
C 1.7151 3.3282 -0.1561  -0.27
C -1.6479 2.0490 2.2939  -0.63
O -2.6155 2.1944 1.5740  0.04
O -1.7555 1.9805 3.6364  -0.11
C -3.0733 2.1521 4.1520  -0.04
C 2.0030 1.5841 2.4522  -0.55
O 1.9976 0.6336 1.5261  -0.17
O 3.1648 1.8084 3.1041  -0.08
C 4.3539 1.3051 2.4946  -0.04
C -0.9073 6.1621 2.9178  -0.53
O -1.9641 6.6451 2.6016  0.12
O -0.1152 6.6872 3.8695  -0.10
C -0.6137 7.8782 4.4831  -0.04
H -3.2573 5.9352 -2.0772  0.09
H -1.6680 6.7618 -2.1063  0.09
H -2.8969 7.2515 -0.9217  0.10
H 2.2697 5.7956 3.6680  0.01
H 2.6102 4.6829 2.3175  0.02
H 3.1492 4.2760 3.9658  0.02
H 1.7832 4.3948 -0.3766  0.03
H 2.1184 2.7496 -0.9850  -0.01
H 2.2884 3.1287 0.7459  0.00
H -2.9537 2.2952 5.2238  0.09
H -3.6769 1.2630 3.9590  0.09
H -3.5557 3.0186 3.7004  0.10
H 5.1267 1.3743 3.2567  0.10
H 4.6285 1.9232 1.6364  0.10
H 4.2288 0.2708 2.1809  0.07
H 0.1009 8.1279 5.2620  0.09
H -1.6009 7.7016 4.9085  0.09
H -0.6784 8.6806 3.7494  0.10
C -5.8788 -3.9717 3.6653  -0.05
C -4.4718 -3.4526 3.7429  -0.28
C -3.5232 -3.7853 2.7946  -0.03
C -2.2124 -3.3062 2.8341  -0.28
C -1.3020 -3.8570 1.7650  -0.05
C -1.8278 -2.4368 3.8671  -0.27
As -0.2037 -1.2960 4.0495  1.40
N 0.8074 -1.6378 2.4796  -0.32
C 2.1438 -2.0759 2.3944  -0.37
C 3.0634 -2.0045 3.4424  -0.04
C 4.3640 -2.4500 3.2611  -0.08
C 4.7868 -2.9498 2.0378  -0.10
C 3.8827 -3.0025 0.9847  -0.09
C 2.5775 -2.5784 1.1628  -0.05
C 0.7231 -2.1913 5.5153  -0.31
C 1.2088 -1.3401 6.5211  -0.30
C 1.0409 0.1577 6.5005  -0.07
C 1.9003 -1.8930 7.5982  -0.01
C 2.1425 -3.2535 7.6876  -0.26
C 2.9136 -3.8348 8.8382  -0.05
C 1.6708 -4.0724 6.6698  -0.01
C 0.9663 -3.5704 5.5845  -0.26
C 0.5006 -4.5278 4.5298  -0.04
C -2.7873 -2.0943 4.8425  -0.28
C -2.4777 -1.1641 5.9855  -0.08
C -4.0751 -2.6085 4.7709  -0.02
H -5.9952 -4.6722 2.8391  0.07
H -6.5911 -3.1573 3.5198  0.08
H -6.1615 -4.4867 4.5844  0.08
H -3.7969 -4.4547 1.9853  0.12
H -0.4573 -3.2151 1.5419  0.04
H -1.8681 -4.0495 0.8519  0.08
H -0.8876 -4.8145 2.0924  0.08
H 2.7841 -1.5799 4.3948  0.10
H 5.0566 -2.3860 4.0912  0.11
H 5.8051 -3.2882 1.9046  0.10
H 4.1904 -3.3820 0.0188  0.10
H 1.8712 -2.6310 0.3403  0.10
H 1.2125 0.6016 5.5171  0.05
H 1.7402 0.6172 7.1974  0.08
H 0.0343 0.4524 6.8068  0.08
H 2.2731 -1.2352 8.3742  0.11
H 3.1286 -3.0787 9.5915  0.07
H 3.8631 -4.2524 8.4992  0.08
H 2.3578 -4.6422 9.3164  0.08
H 1.8605 -5.1390 6.7186  0.12
H 0.8912 -5.5241 4.7292  0.08
H 0.8377 -4.2250 3.5390  0.07
H -0.5886 -4.5851 4.5028  0.08
H -2.1436 -0.1833 5.6325  0.05
H -1.6941 -1.5628 6.6336  0.08
H -3.3678 -1.0094 6.5937  0.08
H -4.7885 -2.3297 5.5383  0.12

Its HOMO-LUMO gap (spin up / spin down) is 0.221 / 0.221 Ha.

***

[2]
Here is a molecular structure, C57H46BrN4O3P2PbS3 from the OMol25 dataset. Energies are from ωB97M-V/def2-TZVPD.

Last column: Löwdin charge in e.
Element x y z (Å)
Pb 0.8708 -1.4627 0.1575  0.84
O 3.0877 2.4774 0.1824  -0.51
S 1.6652 2.1497 -0.1455  0.86
C 1.3887 2.8412 -1.7946  -0.37
C 2.3587 3.7271 -2.2432  -0.09
C 2.1983 4.3343 -3.4760  -0.07
C 1.0748 4.0523 -4.2444  -0.08
C 0.1412 3.1329 -3.7995  -0.09
C 0.2942 2.4830 -2.5760  -0.35
P -0.8801 1.1947 -1.9484  1.11
C -2.4080 2.2519 -2.0830  -0.34
C -3.4731 2.0649 -2.9537  -0.08
C -4.5556 2.9381 -2.9520  -0.09
C -4.5901 4.0187 -2.0862  -0.10
C -3.5249 4.2248 -1.2176  -0.08
C -2.4544 3.3500 -1.2200  -0.11
C -1.0743 0.0958 -3.3970  -0.37
C -0.1849 0.0439 -4.4641  -0.10
C -0.4070 -0.8267 -5.5225  -0.09
C -1.5107 -1.6658 -5.5155  -0.10
C -2.3728 -1.6581 -4.4263  -0.09
C -2.1478 -0.7964 -3.3663  -0.14
C 0.7212 3.3906 0.8115  -0.36
C 1.2347 4.6827 0.7442  -0.07
C 0.6773 5.6951 1.4992  -0.07
C -0.3914 5.4091 2.3399  -0.07
C -0.8802 4.1187 2.4180  -0.08
C -0.3358 3.0747 1.6641  -0.38
P -1.0068 1.3441 1.7106  1.08
C -2.7999 1.6113 2.0489  -0.34
C -3.6908 1.3220 1.0203  -0.09
C -5.0573 1.5016 1.1954  -0.07
C -5.5489 1.9654 2.4041  -0.09
C -4.6708 2.2235 3.4523  -0.09
C -3.3102 2.0376 3.2771  -0.11
C -0.4762 0.8554 3.4022  -0.37
C 0.4872 1.5214 4.1512  -0.10
C 0.8833 1.0379 5.3939  -0.09
C 0.3130 -0.1151 5.9049  -0.09
C -0.6540 -0.7878 5.1645  -0.10
C -1.0378 -0.3133 3.9244  -0.10
H 3.2307 3.9024 -1.6279  0.10
H 2.9500 5.0221 -3.8412  0.10
H 0.9371 4.5389 -5.2018  0.10
H -0.7204 2.8964 -4.4128  0.11
H -3.4744 1.2309 -3.6437  0.09
H -5.3752 2.7660 -3.6386  0.10
H -5.4375 4.6920 -2.0842  0.09
H -3.5321 5.0596 -0.5285  0.10
H -1.6325 3.5278 -0.5321  0.09
H 0.7010 0.6660 -4.4656  0.10
H 0.2961 -0.8564 -6.3460  0.10
H -1.6857 -2.3413 -6.3440  0.10
H -3.2099 -2.3424 -4.3845  0.11
H -2.7919 -0.8370 -2.4933  0.10
H 2.0792 4.8837 0.1003  0.10
H 1.0735 6.7005 1.4348  0.10
H -0.8407 6.1918 2.9382  0.10
H -1.7142 3.9125 3.0754  0.09
H -3.3174 0.9025 0.0945  0.08
H -5.7288 1.2557 0.3836  0.11
H -6.6141 2.1042 2.5428  0.09
H -5.0483 2.5570 4.4115  0.10
H -2.6422 2.1994 4.1162  0.10
H 0.9358 2.4303 3.7678  0.09
H 1.6423 1.5661 5.9571  0.10
H 0.6224 -0.4955 6.8699  0.10
H -1.0969 -1.6972 5.5493  0.10
H -1.7878 -0.8450 3.3493  0.11
Br 0.8319 -3.8953 3.3449  0.71
C -0.8606 -4.0636 2.4626  -0.73
C -1.6118 -5.2006 2.7136  -0.12
C -2.8410 -5.2849 2.0735  -0.06
C -3.2443 -4.2482 1.2471  0.00
C -2.3974 -3.1644 1.0672  -0.19
N -1.2099 -3.0873 1.6668  0.04
C -2.8064 -1.9705 0.1736  -0.69
O -3.9224 -2.0454 -0.3538  -0.01
O -1.9308 -1.0804 0.0478  -0.26
H -1.2459 -5.9704 3.3761  0.09
H -3.4707 -6.1531 2.2231  0.10
H -4.1916 -4.2342 0.7289  0.11
C 2.9674 -2.3374 -4.2593  -0.15
C 2.0150 -2.2531 -3.0806  -0.78
S 2.3924 -0.9260 -1.9662  0.42
C 0.9767 -3.0938 -2.9468  -0.77
C 0.7071 -4.1980 -3.9403  -0.14
S -0.2329 -3.0317 -1.6610  0.55
H 3.7277 -1.5627 -4.1826  0.04
H 2.4448 -2.2000 -5.2101  0.06
H 3.4797 -3.3022 -4.2998  0.07
H 1.3948 -4.1859 -4.7832  0.06
H -0.3102 -4.1119 -4.3281  0.06
H 0.7778 -5.1758 -3.4543  0.06
C 5.1376 1.0538 4.1824  -0.09
C 3.9728 1.3205 3.4849  -0.07
C 3.4560 0.3649 2.6199  -0.02
C 4.1294 -0.8254 2.4357  -0.23
C 5.2974 -1.1075 3.1344  -0.03
C 5.7939 -0.1661 4.0154  -0.09
N 3.5292 -1.7370 1.4940  0.04
N 4.2775 -2.6617 1.1277  0.09
C 3.6805 -3.6747 0.3005  -0.33
C 4.6014 -4.4920 -0.3286  -0.01
C 4.1297 -5.5989 -1.0128  -0.06
C 2.7721 -5.8582 -0.9866  -0.05
C 1.9311 -4.9608 -0.3410  -0.17
N 2.3698 -3.8623 0.2641  0.05
H 5.5404 1.7928 4.8640  0.10
H 3.4674 2.2703 3.5957  0.10
H 2.5358 0.5389 2.0781  0.07
H 5.7955 -2.0542 2.9796  0.10
H 6.6978 -0.3763 4.5723  0.10
H 5.6513 -4.2458 -0.2671  0.11
H 4.8135 -6.2547 -1.5371  0.10
H 2.3531 -6.7294 -1.4703  0.10
H 0.8572 -5.0963 -0.3461  0.07

The charge is -1. Its HOMO-LUMO gap is 0.197 Ha.

***

[3]
Here is a gas-phase ion, C6H12N3O2 (charge +1) from the OMol25 dataset. Energies are from ωB97M-V/def2-TZVPD.

Last column: Löwdin charge in e.
Element x y z (Å)
N -2.3874 0.9762 -0.3810  0.26
C -1.3569 0.4527 -0.9880  -0.33
N -0.0615 0.8094 -0.9238  0.02
C 0.4899 1.2304 0.3899  -0.06
C 1.4061 0.1891 1.0743  -0.18
O 1.5633 0.4963 2.4463  0.00
C 1.0886 -0.4844 3.2746  -0.37
O 0.7014 -0.2368 4.3200  0.18
C 0.6452 -0.2319 -1.6935  -0.11
C -0.2905 -1.4263 -1.5075  -0.11
N -1.5613 -0.7009 -1.8266  0.07
H -3.2757 0.9588 -0.8665  0.15
H -2.3288 1.3191 0.5696  0.14
H -0.3349 1.4527 1.0755  0.12
H 1.0502 2.1576 0.2411  0.14
H 2.3757 0.2058 0.5657  0.13
H 0.9741 -0.8123 0.9498  0.11
H 1.0779 -1.5435 2.9523  0.16
H 0.5495 -0.0311 -2.7735  0.14
H 1.7208 -0.3675 -1.5820  0.14
H -0.0982 -2.3423 -2.0630  0.14
H -0.4410 -1.6573 -0.4446  0.12
H -1.5065 -0.4140 -2.8091  0.14

The charge is +1. Its SMILES is NC1=[N+](CCOC=O)CCN1. Its HOMO-LUMO gap is 0.361 Ha.

***

[4]
Here is a molecular structure, C30H33HfNO5PS4 from the OMol25 dataset. Energies are from ωB97M-V/def2-TZVPD.

Last column: Löwdin charge in e.
Element x y z (Å)
Hf -0.6129 0.7906 0.1879  1.44
C -2.1694 1.8766 3.9581  0.01
C -1.2756 2.3834 2.8446  -0.46
C -0.4143 3.5552 3.2638  0.01
O -0.3726 1.2951 2.3871  -0.10
C -2.1660 2.8070 1.6624  -0.54
O -2.9249 3.7240 1.7907  0.14
O -1.9901 2.1067 0.5449  -0.21
H -1.5875 1.7004 4.8678  0.10
H -2.6777 0.9535 3.6637  0.10
H -2.9249 2.6296 4.1667  0.11
H 0.1459 3.3032 4.1666  0.10
H -1.0532 4.4149 3.4617  0.11
H 0.3010 3.8106 2.4784  0.08
H -0.4866 0.5476 2.9859  0.12
O -1.9426 -0.5513 1.2352  -0.08
C -2.2189 -1.0696 0.1073  -0.57
O -2.0020 -0.3536 -0.9363  -0.12
C -2.3086 -2.5472 0.0064  -0.14
C -3.4305 -3.3304 -0.1902  0.00
C -3.2692 -4.7076 -0.2604  -0.05
C -2.0061 -5.2777 -0.1534  -0.05
C -0.8841 -4.4789 0.0254  -0.06
C -1.0235 -3.0992 0.1194  -0.28
P 0.4014 -1.9354 0.2573  1.10
C 1.2447 -2.3924 1.7949  -0.35
C 0.6233 -3.1713 2.7684  -0.08
C 1.2747 -3.4414 3.9653  -0.07
C 2.5445 -2.9340 4.2010  -0.07
C 3.1659 -2.1439 3.2417  -0.06
C 2.5179 -1.8669 2.0469  -0.12
C 1.4300 -2.5474 -1.1274  -0.34
C 2.7152 -3.0588 -0.9896  -0.07
C 3.4159 -3.5011 -2.1077  -0.07
C 2.8389 -3.4383 -3.3664  -0.07
C 1.5501 -2.9364 -3.5113  -0.07
C 0.8543 -2.4892 -2.4001  -0.12
H -4.4121 -2.8797 -0.2814  0.13
H -4.1365 -5.3409 -0.4037  0.12
H -1.8940 -6.3540 -0.2198  0.12
H 0.1027 -4.9273 0.0823  0.12
H -0.3694 -3.5691 2.5982  0.10
H 0.7855 -4.0519 4.7152  0.11
H 3.0505 -3.1526 5.1343  0.11
H 4.1553 -1.7383 3.4213  0.11
H 3.0091 -1.2466 1.3102  0.07
H 3.1752 -3.1385 -0.0129  0.10
H 4.4146 -3.9037 -1.9876  0.11
H 3.3883 -3.7848 -4.2343  0.11
H 1.0855 -2.9008 -4.4906  0.11
H -0.1549 -2.1126 -2.5180  0.09
C -1.4548 2.9268 -3.8282  -0.52
C -1.1383 1.4428 -3.7033  -0.48
S 0.1397 0.9881 -2.4955  0.86
C 1.4723 2.1622 -2.7723  -0.47
C 1.4692 3.5070 -2.0211  -0.45
S 0.5584 3.5458 -0.4670  0.86
C -0.5240 4.9788 -0.6835  -0.47
C -1.4009 5.0419 -1.9421  -0.50
S -2.3160 3.5419 -2.3676  0.92
H -2.0976 3.0666 -4.6957  0.08
H -0.5495 3.5092 -3.9978  0.06
H -0.7968 1.0466 -4.6595  0.09
H -2.0128 0.8718 -3.3938  0.07
H 1.4979 2.3296 -3.8491  0.09
H 2.3618 1.5924 -2.5161  0.08
H 1.0645 4.3018 -2.6420  0.07
H 2.4984 3.7681 -1.7845  0.08
H 0.1107 5.8639 -0.6471  0.09
H -1.1400 4.9780 0.2174  0.07
H -0.8128 5.3319 -2.8125  0.07
H -2.1427 5.8262 -1.7968  0.08
S 3.8069 1.7269 1.4919  0.70
C 2.4655 1.2469 0.8065  -0.97
N 1.4588 0.8791 0.2896  -0.19

The charge is +1. Its HOMO-LUMO gap is 0.319 Ha.

***

Values of maximum force, in order: 2.83 0.99 4.75 2.05, all in eV/Å.
Values of calculated total energy, in order: -10319.191193 -7288.681051 -550.278084 -3576.096335, all in Eh.